{
  "formula": "C3H9NO",
  "method": "ωB97M-V/def2-TZVPD",
  "symbols": ["O", "C", "H", "H", "C", "N", "C", "H", "H", "H", "H", "H", "H", "H"],
  "coordinates": [[-2.1489, 2.0260, -0.3310], [-0.8899, 2.2509, -0.4918], [-0.3522, 2.9674, 0.1476], [-0.3498, 1.9617, -1.4152], [-0.7278, -1.2129, 0.6468], [0.5772, -0.6003, 0.8186], [1.3398, -0.5279, -0.4352], [-1.2905, -0.6555, -0.1000], [-0.6439, -2.2624, 0.2969], [-1.2334, -1.2286, 1.6112], [1.1084, -1.1774, 1.4592], [1.0400, -1.3112, -1.1357], [2.3909, -0.6801, -0.1966], [1.1801, 0.4502, -0.8748]],
  "lumo_energy_ev": [4.058, 3.973],
  "relative_energy_kj_mol": 78.11,
  "energy_ha": -249.60644,
  "charge": -1,
  "homo_ev": [0.63, -2.62],
  "spin_multiplicity": 2,
  "s_squared": 0.753,
  "homo_lumo_gap_ev": [3.43, 6.59]
}



{
  "formula": "C3H3NS2",
  "method": "ωB97M-V/def2-TZVPD",
  "symbols": ["C", "C", "C", "N", "S", "S", "H", "H", "H"],
  "coordinates": [[-1.0344, 1.3793, -0.0103], [-0.8066, 0.0118, 0.0054], [1.4197, -0.3647, 0.0096], [-1.1926, 2.5165, -0.0268], [-1.5815, -1.1859, -1.0430], [-1.6027, -1.1852, 1.0322], [1.5736, -0.5564, -1.0337], [1.4595, -1.1964, 0.6858], [1.7650, 0.5811, 0.3808]],
  "lumo_energy_ev": -0.465,
  "relative_energy_kj_mol": 255.95,
  "energy_ha": -967.11849,
  "homo_ev": -9.01,
  "spin_multiplicity": 1,
  "homo_lumo_gap_ev": 8.55
}



{
  "formula": "C23H29N3O8S",
  "method": "ωB97M-V/def2-TZVPD",
  "symbols": ["C", "C", "C", "C", "C", "N", "C", "O", "C", "O", "C", "O", "C", "N", "C", "O", "C", "C", "C", "C", "C", "C", "C", "O", "C", "C", "S", "O", "O", "N", "C", "C", "O", "C", "C", "H", "H", "H", "H", "H", "H", "H", "H", "H", "H", "H", "H", "H", "H", "H", "H", "H", "H", "H", "H", "H", "H", "H", "H", "H", "H", "H", "H", "H"],
  "coordinates": [[2.8575, 1.5447, -2.6977], [1.4495, 1.5812, -2.2030], [0.3988, 1.9999, -3.0145], [-0.9090, 2.0216, -2.5667], [-1.2084, 1.6131, -1.2693], [-2.5022, 1.5575, -0.7557], [-3.6634, 1.8588, -1.3825], [-3.7787, 2.4333, -2.4388], [-4.8961, 1.4102, -0.5689], [-5.0305, -0.0120, -0.5738], [-4.3238, -0.7166, 0.2937], [-3.5879, -0.2487, 1.1291], [-4.5644, -2.2081, 0.1210], [-3.2843, -2.8758, 0.0854], [-2.2219, -2.3629, -0.6266], [-2.2963, -1.3621, -1.2947], [-1.0181, -3.2386, -0.3694], [0.0711, -2.3950, 0.3060], [-0.3910, -1.9672, 1.6950], [-0.6642, -3.1757, 2.6082], [-0.7306, -4.4961, 1.8378], [-1.5370, -4.3580, 0.5436], [-2.9779, -3.9952, 0.8375], [-3.7584, -4.5479, 1.5638], [-0.1664, 1.2137, -0.4353], [1.1298, 1.2004, -0.9055], [2.3974, 0.6300, 0.2205], [3.1219, -0.4689, -0.3518], [1.8153, 0.4231, 1.5201], [3.4429, 1.9562, 0.2569], [4.7580, 1.6381, 0.7832], [5.6464, 2.8715, 0.6233], [5.0921, 3.9838, 1.2876], [3.8061, 4.2812, 0.8016], [2.8614, 3.0862, 0.9519], [3.4193, 2.3835, -2.2893], [3.3426, 0.6316, -2.3628], [2.8839, 1.5990, -3.7832], [0.6100, 2.3067, -4.0281], [-1.7052, 2.3383, -3.2199], [-2.5701, 1.0842, 0.1417], [-4.8229, 1.7741, 0.4620], [-5.7961, 1.7922, -1.0523], [-5.1249, -2.3799, -0.8020], [-5.1154, -2.6103, 0.9775], [-0.6429, -3.6150, -1.3245], [0.2723, -1.5158, -0.3079], [0.9986, -2.9629, 0.3729], [0.3713, -1.3212, 2.1297], [-1.3019, -1.3727, 1.5921], [-1.6080, -3.0248, 3.1349], [0.1177, -3.2612, 3.3637], [0.2749, -4.8347, 1.5850], [-1.1968, -5.2602, 2.4618], [-1.5422, -5.3254, 0.0307], [-0.3488, 0.8959, 0.5799], [4.6940, 1.3642, 1.8461], [5.1427, 0.7914, 0.2156], [5.7665, 3.0968, -0.4470], [6.6251, 2.7038, 1.0744], [3.8631, 4.5617, -0.2615], [3.4479, 5.1312, 1.3840], [2.7157, 2.8516, 2.0159], [1.8922, 3.3019, 0.4986]],
  "lumo_energy_ev": 0.608,
  "relative_energy_kj_mol": 0.00,
  "energy_ha": -2058.29569,
  "smiles": "Cc1ccc(NC(=O)COC(=O)CN2C(=O)[C@H]3CCCC[C@H]3C2=O)cc1S(=O)(=O)N1CCOCC1",
  "homo_ev": -8.64,
  "spin_multiplicity": 1,
  "homo_lumo_gap_ev": 9.25
}



{
  "formula": "C39H43IN2O2P2PdS2",
  "method": "ωB97M-V/def2-TZVPD",
  "symbols": ["Pd", "C", "P", "C", "C", "C", "C", "C", "C", "C", "P", "C", "C", "H", "H", "H", "H", "H", "H", "H", "H", "H", "H", "H", "H", "H", "H", "H", "H", "O", "S", "C", "C", "C", "C", "C", "C", "C", "C", "C", "C", "C", "C", "C", "C", "H", "H", "H", "H", "H", "H", "H", "H", "H", "H", "H", "H", "H", "H", "O", "S", "C", "C", "C", "C", "C", "C", "C", "C", "C", "C", "C", "C", "H", "H", "H", "H", "H", "H", "H", "H", "H", "H", "I", "C", "C", "N", "N", "C", "H", "H", "H"],
  "coordinates": [[-0.6737, -1.6289, -0.1835], [-2.0273, -4.9476, 0.6220], [-0.4484, -4.0293, 0.4681], [0.5197, -5.2671, -0.4859], [0.2772, -4.0583, 2.1340], [1.0397, -5.1273, 2.5874], [1.7029, -5.0533, 3.7988], [1.6233, -3.8971, 4.5562], [0.8382, -2.8385, 4.1297], [0.1337, -2.9149, 2.9316], [-0.8103, -1.4956, 2.2747], [-0.7241, -0.2638, 3.6207], [-2.6154, -1.9175, 2.3348], [-1.8177, -5.9564, 0.9783], [-2.4986, -4.9959, -0.3595], [-2.7144, -4.4604, 1.3072], [0.5083, -6.2292, 0.0236], [1.5476, -4.9278, -0.5995], [0.0533, -5.4082, -1.4590], [1.1350, -6.0169, 1.9875], [2.3004, -5.8864, 4.1306], [2.1786, -3.8115, 5.4769], [0.7870, -1.9504, 4.7382], [0.2815, 0.1366, 3.7143], [-1.0373, -0.7335, 4.5525], [-1.3996, 0.5520, 3.3803], [-2.8051, -2.7544, 3.0070], [-2.9823, -2.1445, 1.3254], [-3.1516, -1.0381, 2.6943], [-0.9090, 0.6402, 0.8206], [-1.0677, 2.0213, 0.2457], [-1.9358, 2.9351, 1.6021], [-2.1911, 4.3414, 1.1813], [-1.9300, 5.4065, 2.0369], [-2.2013, 6.7024, 1.6365], [-2.7292, 6.9472, 0.3777], [-3.0221, 5.8870, -0.4695], [-2.7492, 4.5922, -0.0711], [0.6005, 2.8332, 0.4199], [1.1795, 2.7910, 1.7915], [1.1871, 3.9252, 2.5986], [1.7413, 3.8761, 3.8648], [2.2942, 2.6998, 4.3421], [2.3040, 1.5715, 3.5387], [1.7491, 1.6154, 2.2705], [-1.3341, 2.8565, 2.5066], [-2.8742, 2.3969, 1.7352], [-1.5304, 5.2153, 3.0205], [-2.0109, 7.5227, 2.3109], [-2.9138, 7.9618, 0.0600], [-3.4712, 6.0721, -1.4337], [-2.9707, 3.7641, -0.7289], [0.4432, 3.8534, 0.0730], [1.2434, 2.3116, -0.2895], [0.7780, 4.8576, 2.2372], [1.7550, 4.7669, 4.4717], [2.7216, 2.6741, 5.3321], [2.7655, 0.6647, 3.9002], [1.7507, 0.7322, 1.6451], [-0.9387, -0.0602, -1.9018], [-0.2076, -0.4056, -3.1636], [0.1019, 1.1114, -4.0866], [0.3155, 0.9490, -5.4466], [0.6026, 2.0586, -6.2222], [0.6548, 3.3164, -5.6400], [0.4209, 3.4633, -4.2813], [0.1391, 2.3579, -3.4938], [1.5225, -0.6329, -2.6131], [2.5374, -0.7978, -3.5408], [3.8307, -1.0284, -3.1009], [4.1005, -1.1254, -1.7452], [3.0813, -0.9638, -0.8214], [1.7886, -0.7068, -1.2536], [0.2620, -0.0338, -5.8914], [0.7731, 1.9400, -7.2800], [0.8824, 4.1808, -6.2462], [0.4566, 4.4426, -3.8297], [-0.0475, 2.4633, -2.4343], [2.3304, -0.7239, -4.5956], [4.6291, -1.1384, -3.8160], [5.1080, -1.3067, -1.4072], [3.2879, -1.0185, 0.2369], [1.0022, -0.4969, -0.5094], [-3.5610, -3.9331, -5.4939], [-2.0914, -3.5751, -4.0578], [-0.7390, -3.8386, -4.1554], [-0.1876, -3.4529, -2.9908], [-1.1083, -2.9589, -2.1552], [-2.2694, -3.0243, -2.7808], [-0.1801, -4.2773, -4.9553], [0.7870, -3.4716, -2.7203], [-3.1768, -2.6834, -2.3198]],
  "lumo_energy_ev": [-6.933, -6.932],
  "energy_ha": -3676.04920,
  "charge": 2,
  "homo_ev": [-13.17, -13.17],
  "spin_multiplicity": 1,
  "homo_lumo_gap_ev": [6.24, 6.24]
}



{
  "formula": "CH2O4S",
  "method": "ωB97M-V/def2-TZVPD",
  "symbols": ["C", "O", "O", "S", "O", "O", "H", "H"],
  "coordinates": [[0.1978, 1.2464, -0.9491], [1.5340, 1.1419, -0.9689], [-0.2992, -2.6284, 0.6321], [-0.5512, -1.5635, 1.5833], [-1.9230, -1.2090, 1.8768], [-0.5315, 0.6213, -0.1764], [1.7402, 0.4432, -0.2912], [-0.1671, 1.9481, -1.7065]],
  "lumo_energy_ev": -0.682,
  "relative_energy_kj_mol": 0.00,
  "energy_ha": -738.44968,
  "homo_ev": -11.32,
  "spin_multiplicity": 1,
  "homo_lumo_gap_ev": 10.63
}



{
  "formula": "C15H31AlF7",
  "method": "ωB97M-V/def2-TZVPD",
  "symbols": ["F", "C", "F", "F", "C", "F", "F", "C", "F", "F", "Al", "H", "H", "H", "C", "C", "C", "C", "C", "C", "H", "H", "H", "H", "H", "H", "H", "H", "H", "H", "H", "H", "H", "H", "C", "C", "C", "C", "C", "C", "H", "H", "H", "H", "H", "H", "H", "H", "H", "H", "H", "H", "H", "H"],
  "coordinates": [[1.9822, 0.0428, -2.9496], [2.1042, 0.4324, -4.2767], [1.5436, -0.5431, -5.0763], [3.4634, 0.5206, -4.6525], [1.4762, 1.8947, -4.4508], [2.4808, 2.8756, -4.6723], [0.8823, 2.2393, -3.2063], [0.3171, 2.0096, -5.5354], [0.7595, 1.5568, -6.8163], [-0.0462, 3.3927, -5.7292], [-1.3392, 0.9751, -4.8240], [-0.9366, 0.3845, -3.3809], [-1.5105, -0.3080, -5.7819], [-2.6780, 1.8283, -4.8120], [4.4683, -0.2587, 3.2758], [2.9788, 0.0185, 3.1216], [2.3784, -0.5811, 1.8490], [2.9540, -0.0408, 0.5365], [2.8464, 1.4675, 0.3388], [1.4101, 1.9657, 0.2877], [5.0484, 0.1912, 2.4671], [4.8344, 0.1593, 4.2172], [4.6653, -1.3343, 3.2849], [2.8002, 1.0977, 3.1566], [2.4546, -0.4064, 3.9844], [1.2948, -0.4232, 1.8638], [2.5225, -1.6670, 1.8664], [2.4438, -0.5409, -0.2941], [4.0074, -0.3296, 0.4573], [3.3362, 1.7272, -0.6053], [3.3926, 2.0013, 1.1238], [0.8594, 1.4742, -0.5186], [1.3920, 3.0423, 0.1015], [0.8817, 1.7852, 1.2276], [-5.0074, -1.5798, 3.4307], [-3.9548, -2.4003, 2.6973], [-2.5954, -1.7049, 2.6101], [-2.5853, -0.3837, 1.8357], [-3.0766, -0.4698, 0.3909], [-2.2165, -1.3699, -0.4867], [-5.2185, -0.6406, 2.9149], [-5.9442, -2.1392, 3.4952], [-4.6814, -1.3489, 4.4488], [-4.3184, -2.6549, 1.6971], [-3.8236, -3.3506, 3.2261], [-1.8755, -2.3963, 2.1600], [-2.2301, -1.5117, 3.6250], [-1.5623, 0.0105, 1.8401], [-3.1916, 0.3556, 2.3696], [-3.0717, 0.5376, -0.0376], [-4.1164, -0.8113, 0.3576], [-1.1801, -1.0228, -0.5021], [-2.5890, -1.3625, -1.5132], [-2.2291, -2.4058, -0.1375]],
  "lumo_energy_ev": 2.665,
  "energy_ha": -1531.65267,
  "charge": -1,
  "homo_ev": -5.44,
  "spin_multiplicity": 1,
  "homo_lumo_gap_ev": 8.11
}



{
  "formula": "C26H60F9N5O6PS",
  "method": "ωB97M-V/def2-TZVPD",
  "symbols": ["C", "C", "O", "N", "H", "H", "C", "H", "H", "H", "H", "H", "H", "C", "C", "O", "N", "H", "H", "C", "H", "H", "H", "H", "H", "H", "C", "C", "O", "N", "H", "H", "C", "H", "H", "H", "H", "H", "H", "C", "C", "C", "N", "C", "C", "C", "C", "C", "H", "H", "H", "H", "H", "H", "H", "H", "H", "H", "H", "H", "H", "H", "H", "H", "H", "H", "C", "C", "C", "N", "C", "C", "C", "C", "C", "H", "H", "H", "H", "H", "H", "H", "H", "H", "H", "H", "H", "H", "H", "H", "H", "H", "H", "C", "F", "F", "F", "S", "O", "O", "O", "P", "F", "F", "F", "F", "F", "F"],
  "coordinates": [[-8.6954, 12.8771, -4.1981], [-10.1194, 13.3706, -4.4511], [-10.2819, 14.4056, -5.1189], [-11.3582, 12.5693, -3.9817], [-11.4584, 11.7554, -4.5712], [-11.2594, 12.2275, -3.0364], [-12.6795, 13.3363, -3.9241], [-8.1964, 13.6400, -3.6005], [-7.9122, 12.9554, -4.9521], [-8.5817, 11.8908, -3.7480], [-12.4817, 14.1091, -3.1812], [-13.5125, 12.6836, -3.6628], [-12.8795, 13.8957, -4.8380], [-14.1886, 6.1457, -13.5863], [-14.5492, 6.7331, -14.8504], [-14.5444, 6.1683, -15.9781], [-15.0910, 8.1378, -14.7209], [-14.8391, 8.4058, -13.7803], [-14.5087, 8.7295, -15.2961], [-16.5743, 8.2463, -15.0862], [-15.0416, 5.8178, -12.9923], [-13.6484, 6.9444, -13.0779], [-13.4964, 5.3065, -13.6547], [-16.8099, 8.1938, -16.1492], [-16.8681, 9.1660, -14.5804], [-17.0421, 7.4155, -14.5581], [-11.5101, 5.0039, 0.0787], [-12.4201, 3.7720, 0.0839], [-13.1402, 3.4195, 1.0054], [-12.3719, 2.8518, -1.1271], [-11.5305, 3.1023, -1.6265], [-12.2484, 1.8670, -0.9396], [-13.5927, 3.0788, -2.0100], [-12.0997, 5.8445, -0.2870], [-10.5493, 4.8455, -0.4111], [-11.1476, 5.1950, 1.0887], [-13.3472, 2.6212, -2.9684], [-13.7246, 4.1596, -2.0609], [-14.5178, 2.6513, -1.6232], [-3.1977, 2.6744, 0.8303], [-2.2478, 3.0222, -0.3315], [-2.8127, 2.9559, -1.8131], [-3.1136, 1.4683, -2.3673], [-1.9474, 0.4533, -2.0205], [-4.5161, 0.9433, -1.9567], [-5.0307, 0.1092, -3.1005], [-4.2553, 0.5581, -4.3268], [-3.2891, 1.5773, -3.8875], [-3.3973, 3.5243, 1.4830], [-2.6265, 2.0053, 1.4738], [-4.0808, 2.0543, 0.6765], [-1.3389, 2.4210, -0.3087], [-1.8649, 4.0336, -0.1953], [-2.0345, 3.2283, -2.5261], [-3.6762, 3.5789, -2.0462], [-1.9615, -0.4628, -2.6109], [-2.0606, 0.2799, -0.9503], [-0.9564, 0.8637, -2.2143], [-4.4028, 0.5859, -0.9332], [-5.1130, 1.8536, -1.9006], [-4.7550, -0.9308, -2.9258], [-6.1062, 0.0915, -3.2767], [-3.6452, -0.2469, -4.7364], [-4.9458, 0.8629, -5.1132], [-2.3852, 1.5792, -4.4967], [-3.7043, 2.5729, -4.0436], [-1.4723, 9.4739, -4.3310], [-1.4214, 9.5043, -5.8630], [-1.0823, 8.2047, -6.5922], [-0.9972, 8.3892, -8.0807], [0.0787, 9.4284, -8.4315], [-2.3677, 8.7513, -8.7082], [-2.3487, 7.9664, -10.0939], [-0.9681, 7.3206, -10.2626], [-0.5446, 7.0898, -8.8028], [-2.2871, 8.7628, -4.1954], [-1.5924, 10.3790, -3.7356], [-0.6113, 9.0147, -3.8453], [-0.6213, 10.2161, -6.0663], [-2.3658, 9.9513, -6.1734], [-1.8472, 7.4770, -6.3210], [-0.1551, 7.8364, -6.1532], [-0.2884, 10.3973, -8.0928], [0.1140, 9.5247, -9.5167], [0.9529, 9.0764, -7.8839], [-2.4330, 9.8384, -8.7552], [-3.2520, 8.4564, -8.1434], [-2.3543, 8.6529, -10.9405], [-3.0869, 7.1739, -10.2171], [-0.3655, 7.8787, -10.9792], [-1.0888, 6.3176, -10.6718], [0.4064, 6.5822, -8.6413], [-1.2009, 6.3098, -8.4170], [-9.2664, 6.1270, -7.3061], [-9.8832, 7.2475, -7.7130], [-10.1256, 5.1553, -7.5017], [-8.0782, 5.9705, -7.9671], [-8.8753, 6.2571, -5.4506], [-7.5098, 6.7436, -5.3397], [-9.8482, 7.2063, -4.8765], [-8.9382, 4.8690, -4.9343], [-14.8940, 12.0276, -10.0723], [-15.6176, 11.9289, -8.5876], [-14.7087, 13.6231, -9.7962], [-13.4250, 11.6452, -9.4154], [-14.1840, 12.1966, -11.5179], [-15.2761, 10.4597, -10.3497], [-16.3469, 12.5009, -10.6918]],
  "lumo_energy_ev": -5.998,
  "energy_ha": -3389.31929,
  "charge": 3,
  "homo_ev": -12.82,
  "spin_multiplicity": 1,
  "homo_lumo_gap_ev": 6.82
}



{
  "formula": "H18O9",
  "method": "ωB97M-V/def2-TZVPD",
  "symbols": ["O", "H", "H", "O", "H", "H", "O", "H", "H", "O", "H", "H", "O", "H", "H", "O", "H", "H", "O", "H", "H", "O", "H", "H", "O", "H", "H"],
  "coordinates": [[-0.6384, 1.3476, -0.3606], [0.0720, 1.3158, -1.0112], [-0.1804, 1.3361, 0.4874], [-4.0680, -1.0752, 2.8299], [-3.6907, -0.1886, 2.8082], [-3.6176, -1.5038, 3.5664], [2.7565, -2.2393, 2.1936], [2.7560, -1.5152, 1.5574], [3.6751, -2.5301, 2.2171], [3.3937, -0.7888, -1.2066], [3.9302, -0.9723, -0.4272], [3.6841, 0.0852, -1.4908], [4.3789, 2.0167, 0.2355], [5.2615, 1.6980, 0.0154], [4.0094, 2.2881, -0.6124], [-0.9400, 5.2574, -0.2992], [-0.4936, 5.6078, 0.4799], [-1.8628, 5.5047, -0.1718], [-0.4874, -3.6566, -2.6755], [0.1462, -4.0600, -2.0715], [-0.5664, -2.7491, -2.3608], [-4.5250, 0.0210, -1.6070], [-3.6841, 0.4894, -1.6574], [-4.7395, -0.1754, -2.5259], [-0.3500, -1.1120, 0.7291], [0.2961, -1.6209, 1.2316], [-1.1567, -1.1748, 1.2529]],
  "lumo_energy_ev": -0.144,
  "relative_energy_kj_mol": 314.77,
  "energy_ha": -687.90591,
  "smiles": "O.O.O.O.O.O.O.O.O",
  "homo_ev": -10.74,
  "spin_multiplicity": 1,
  "homo_lumo_gap_ev": 10.59
}